# C31H29N3O4PS3SbTeW

A molecular structure, C31H29N3O4PS3SbTeW at a distorted geometry (ωB97M-V with the def2-TZVPD basis set, the Open Molecules 2025 dataset).

For the LUMO energy (spin up / spin down), the calculation gives 0.08310 / 0.04743 Ha. The spin multiplicity is 4. As for the net charge: -1. The largest force on an atom comes out at 1.28 eV/A. As for the frontier orbital gap (spin up / spin down): 6.0976 / 6.3563 eV.

Last column: natural (NBO) charge in e.
Cartesian coordinates (Å):
W  -0.84367  0.31364  0.70477  0.792
O  0.10327  0.39353  2.54109  -0.577
N  0.46691  1.55016  3.10728  -0.016
C  0.57067  1.54632  4.45110  0.061
C  1.21013  2.58023  5.07825  -0.284
C  1.76964  3.58869  4.27838  -0.160
C  1.67670  3.54700  2.91586  -0.244
C  1.01476  2.46658  2.27768  0.049
S  0.85766  2.23153  0.60892  -0.016
H  0.06688  0.72595  4.94256  0.272
H  1.26505  2.59732  6.15512  0.230
H  2.28610  4.41632  4.74950  0.216
H  2.11569  4.30693  2.28618  0.231
S  -2.60510  1.35993  2.12990  -0.066
C  -2.66264  -0.38062  1.97888  -0.341
S  -2.90084  -1.00658  0.36675  -0.008
C  -2.53930  -1.22857  3.08760  -0.438
C  -2.22290  -0.71435  4.37705  0.346
N  -1.92169  -0.33314  5.42574  -0.424
C  -2.58774  -2.64972  2.99619  0.313
N  -2.60205  -3.80144  2.93493  -0.357
C  1.89759  -1.93977  4.70713  -0.629
C  0.94932  -2.60904  3.74336  -0.070
O  1.67160  -2.97819  2.53530  -0.845
P  1.32158  -2.27732  1.15018  2.082
O  -0.09753  -1.73762  1.18916  -1.137
Te  1.90909  -3.68621  -0.65647  -0.404
O  2.25070  -0.97844  1.10813  -0.873
C  3.67674  -1.02591  1.05017  -0.051
C  4.19883  0.22063  1.72851  -0.625
H  1.36618  -1.69156  5.62858  0.218
H  2.28609  -1.01490  4.27595  0.205
H  2.73894  -2.58814  4.95590  0.206
H  0.12688  -1.94740  3.48222  0.216
H  0.53600  -3.53410  4.14215  0.194
H  3.97425  -1.07213  -0.00002  0.188
H  4.04387  -1.93410  1.53534  0.187
H  3.82591  1.11226  1.22372  0.222
H  5.29064  0.23499  1.70764  0.205
H  3.87372  0.25297  2.76958  0.207
C  -3.61488  -3.12800  -4.03494  -0.215
C  -3.73821  -1.78471  -3.70820  -0.205
C  -2.72813  -1.14575  -3.00231  -0.230
C  -1.57981  -1.84106  -2.62106  -0.441
C  -1.46665  -3.18841  -2.95091  -0.155
C  -2.48030  -3.82804  -3.65224  -0.232
Sb  -0.00565  -0.84620  -1.60812  1.205
C  -1.67841  1.65073  -0.95525  -0.321
C  -3.05160  1.92486  -1.05841  -0.172
C  -3.56297  2.84632  -1.96014  -0.255
C  -2.72107  3.55003  -2.81328  -0.235
C  -1.36006  3.30459  -2.74547  -0.229
C  -0.86448  2.37567  -1.83650  -0.263
C  0.85684  0.03187  -3.35835  -0.323
C  0.09771  0.61898  -4.37066  -0.233
C  0.71115  1.11204  -5.51259  -0.223
C  2.09048  1.02540  -5.65838  -0.206
C  2.85186  0.43610  -4.66190  -0.224
C  2.23683  -0.06146  -3.51829  -0.254
H  -4.40488  -3.63076  -4.57937  0.203
H  -4.62569  -1.23226  -3.99150  0.207
H  -2.84864  -0.10287  -2.73230  0.227
H  -0.59146  -3.74760  -2.64242  0.217
H  -2.38502  -4.88035  -3.89027  0.206
H  -3.74092  1.39436  -0.41636  0.219
H  -4.63326  3.01904  -1.98843  0.200
H  -3.12036  4.27542  -3.51193  0.199
H  -0.67183  3.82362  -3.40317  0.203
H  0.20839  2.22288  -1.84675  0.199
H  -0.97743  0.69375  -4.27437  0.222
H  0.10938  1.56651  -6.29046  0.207
H  2.56789  1.41223  -6.55034  0.203
H  3.92629  0.35651  -4.77456  0.206
H  2.83697  -0.53916  -2.75107  0.218

Cartesian forces (eV/Å) of the 6 atoms listed first:
-0.64 0.74 -0.16
-0.28 -0.19 0.65
0.85 -0.86 -0.42
-0.25 0.46 0.12
-0.07 -0.04 -0.28
0.08 0.15 0.34